<A>
Entry from the Open Molecules 2025 dataset: 4 unconnected molecules or ions with the total composition C8H12 (ωB97M-V/def2-TZVPD).

## Properties
LUMO energy in eV: 0.46
E_HOMO in eV: -8.29

Geometry as ORCA input:
```
! wB97M-V def2-TZVPD RIJCOSX def2/J DEFGRID3
* xyz 0 1
C -0.212 -0.085 -2.798
C -0.272 0.055 -1.391
C -1.093 0.612 -0.619
C -0.917 0.679 0.734
C 0.104 -0.073 1.341
C 0.277 0.175 2.740
C 1.080 -0.706 0.632
C 0.824 -0.999 -0.854
H 1.165 -0.841 -3.311
H -1.457 -0.791 -3.366
H -0.418 1.363 -3.100
H -1.770 1.168 -1.032
H -0.800 1.727 0.786
H -1.756 0.586 1.627
H 0.861 -0.326 3.524
H -0.626 -0.148 3.275
H 0.395 1.173 3.253
H 2.120 -0.853 1.049
H 0.632 -2.097 -1.206
H 1.862 -0.618 -1.284
*
```

---

<B>
Entry from the Open Molecules 2025 dataset: C8H12 in the gas phase (ωB97M-V/def2-TZVPD).

## Properties
SMILES string: CC1=CCC[C@H]2C[C@H]12
LUMO energy in eV: 1.13
E_HOMO in eV: -8.46

Geometry as ORCA input:
```
! wB97M-V def2-TZVPD RIJCOSX def2/J DEFGRID3
* xyz 0 1
C -2.570 -0.053 0.054
C -1.088 -0.300 -0.132
C -0.389 -1.447 -0.053
C 1.153 -1.554 -0.020
C 2.046 -0.166 -0.104
C 0.993 0.825 0.426
C 0.381 2.094 0.041
C -0.202 0.824 -0.467
H -3.116 -1.006 -0.089
H -3.028 0.766 -0.544
H -2.783 0.240 1.088
H -0.883 -2.366 0.285
H 1.425 -2.267 -0.856
H 1.299 -2.042 0.957
H 2.930 -0.282 0.556
H 2.380 0.110 -1.126
H 0.763 0.560 1.524
H -0.125 2.679 0.736
H 0.759 2.708 -0.766
H 0.055 0.678 -1.510
*
```

---

<C>
Entry from the Open Molecules 2025 dataset: a molecular structure, C8H12 (ωB97M-V/def2-TZVPD).

## Properties
LUMO energy in eV: 0.62
E_HOMO in eV: -8.43

Geometry as ORCA input:
```
! wB97M-V def2-TZVPD RIJCOSX def2/J DEFGRID3
* xyz 0 1
C -0.849 -2.017 -0.657
C -0.967 -0.596 -0.008
C -0.742 -0.069 1.473
C -0.510 1.462 0.925
C 0.076 0.431 -0.315
C 0.737 1.164 -1.566
C 1.273 0.024 0.305
C 0.807 -0.344 1.553
H -0.199 -2.730 0.052
H -0.397 -1.874 -1.848
H -1.723 -2.849 -0.840
H -2.007 0.051 -0.332
H -1.355 -0.465 2.409
H -1.512 1.870 0.586
H 0.275 2.179 1.356
H 0.912 0.419 -2.234
H 2.276 1.208 -0.934
H 0.399 2.309 -2.232
H 2.389 0.485 -0.104
H 1.116 -0.659 2.411
*
```

---

<D>
Entry from the Open Molecules 2025 dataset: C8H12 in the gas phase (ωB97M-V/def2-TZVPD).

## Properties
SMILES string: C=C/C=C(\C)C(=C)C
LUMO energy in eV: 0.59
E_HOMO in eV: -7.97

Geometry as ORCA input:
```
! wB97M-V def2-TZVPD RIJCOSX def2/J DEFGRID3
* xyz 0 1
C -0.481 1.862 -1.816
C -0.912 0.663 -1.022
C -1.918 -0.094 -1.433
C -0.059 -1.000 0.605
C -0.084 0.270 0.161
C 0.834 1.292 0.828
C 1.134 -2.815 1.677
C 0.922 -1.510 1.546
H -1.313 2.578 -1.799
H 0.390 2.394 -1.456
H -0.294 1.721 -2.880
H -2.321 -0.801 -0.723
H -2.316 0.127 -2.413
H -0.761 -1.698 0.170
H 0.527 2.282 0.509
H 1.880 1.082 0.601
H 0.722 1.284 1.905
H 0.523 -3.567 1.191
H 1.890 -3.210 2.323
H 1.640 -0.859 2.024
*
```

---

The least stable of them is <C>.

---

<A>
Entry from the Open Molecules 2025 dataset: 2 unconnected molecules or ions with the total composition C7H13NO (ωB97M-V/def2-TZVPD).

## Properties
SMILES string: C=C1C[C@@H]1N.C=C(C)O
LUMO energy in eV: 0.91
E_HOMO in eV: -7.74

Geometry as ORCA input:
```
! wB97M-V def2-TZVPD RIJCOSX def2/J DEFGRID3
* xyz 0 1
C -1.312 0.320 0.681
C 2.336 0.093 -0.575
C -1.608 1.407 -0.123
C -2.016 -0.993 0.514
C 1.225 -0.695 -0.015
C 1.224 0.445 -1.527
C 1.250 -1.774 0.746
O -0.727 0.575 1.879
N 0.628 1.640 -1.587
H -0.274 -0.220 2.192
H 0.970 2.258 -0.854
H 3.182 -0.452 -0.999
H 2.654 0.936 0.039
H 1.013 -0.241 -2.343
H -1.398 -1.828 0.836
H -1.506 2.385 0.332
H -2.465 1.312 -0.780
H -0.531 1.523 -1.199
H -2.276 -1.156 -0.531
H -2.932 -0.983 1.119
H 0.406 -2.427 0.952
H 2.156 -2.124 1.245
*
```

---

<B>
Entry from the Open Molecules 2025 dataset: C7H13NO in the gas phase (ωB97M-V/def2-TZVPD).

## Properties
SMILES string: C=C(C/C(N)=C\C)OC
LUMO energy in eV: 1.00
E_HOMO in eV: -7.44

Geometry as ORCA input:
```
! wB97M-V def2-TZVPD RIJCOSX def2/J DEFGRID3
* xyz 0 1
C 0.726 -1.324 -0.252
C -0.356 1.280 2.244
C -2.339 -0.644 -0.664
C 1.057 -0.226 0.714
C 0.159 -0.312 -1.244
N 1.046 0.204 -2.194
C -1.143 0.121 -1.136
C 2.291 0.199 1.026
O -0.160 0.114 1.466
H 0.705 0.933 -2.811
H 1.534 -0.500 -2.738
H 1.609 -1.832 -0.646
H -0.013 -2.028 0.135
H -1.414 0.961 -1.775
H 0.577 1.733 2.587
H -0.984 0.983 3.091
H -0.975 1.966 1.658
H 3.168 -0.206 0.534
H 2.516 1.049 1.657
H -2.991 -0.872 -1.514
H -2.925 -0.023 0.019
H -2.087 -1.577 -0.157
*
```

---

<C>
Entry from the Open Molecules 2025 dataset: 2 unconnected molecules or ions with the total composition C7H13NO (ωB97M-V/def2-TZVPD).

## Properties
SMILES string: CC(=O)/C=C/N.C1CC1
LUMO energy in eV: 0.79
E_HOMO in eV: -8.86

Geometry as ORCA input:
```
! wB97M-V def2-TZVPD RIJCOSX def2/J DEFGRID3
* xyz 0 1
C -2.313 -0.487 -0.280
C -2.228 -1.653 -1.219
C -1.473 -0.410 -1.505
C 1.552 2.884 0.757
C 1.337 1.561 0.044
C 1.387 0.370 0.903
C 1.473 -0.878 0.413
H -1.799 -0.627 0.709
H -3.274 0.032 -0.244
H -1.698 -2.582 -0.964
H -3.179 -1.825 -1.734
H -1.781 0.201 -2.376
H -0.406 -0.377 -1.308
H 1.470 3.683 0.021
H 0.797 3.024 1.542
H 2.550 2.886 1.229
H 1.290 0.543 1.984
H 1.839 -0.996 -0.600
H 1.545 -2.912 0.808
H 0.800 -1.920 1.977
N 1.032 -2.050 0.991
O 1.077 1.534 -1.147
*
```

---

The least stable of them is <A>.

---

<A>
Entry from the Open Molecules 2025 dataset: C7H13NO in the gas phase (ωB97M-V/def2-TZVPD).

## Properties
SMILES string: CC1=N[C@H](C(C)C)CO1
LUMO energy in eV: 0.95
E_HOMO in eV: -9.16

Geometry as ORCA input:
```
! wB97M-V def2-TZVPD RIJCOSX def2/J DEFGRID3
* xyz 0 1
C -0.435 2.542 -0.978
C -0.332 1.089 -1.398
C 1.047 0.723 -2.382
C -0.498 -0.115 -0.509
C -1.607 -0.480 0.433
C 0.373 -0.915 1.390
C 1.532 -1.545 2.170
H -1.485 3.086 -1.029
H -0.368 2.453 0.199
H 0.398 3.048 -1.446
H -1.121 1.099 -2.221
H 1.265 1.535 -3.228
H 0.922 -0.292 -2.887
H 1.806 0.913 -1.687
H -0.415 -1.008 -1.237
H -2.315 -1.102 -0.144
H -1.943 0.496 0.969
H 2.379 -1.055 1.885
H 1.422 -2.537 1.847
H 1.465 -1.625 3.259
N 0.723 -0.319 0.291
O -0.944 -1.322 1.417
*
```

---

<B>
Entry from the Open Molecules 2025 dataset: 2 unconnected molecules or ions with the total composition C7H13NO (ωB97M-V/def2-TZVPD).

## Properties
LUMO energy (spin up / spin down) in eV: -0.13 / -0.13
E_HOMO (spin up / spin down) in eV: -8.27 / -8.27

Geometry as ORCA input:
```
! wB97M-V def2-TZVPD RIJCOSX def2/J DEFGRID3
* xyz 0 1
C -0.144 0.924 -0.009
C 1.260 1.234 0.289
C -1.047 0.838 1.175
C -0.723 1.400 -1.302
C -0.591 -2.109 0.224
C 0.254 -1.108 -0.510
C 1.659 -0.233 0.710
N 0.628 -1.187 -1.712
O 1.460 -0.675 1.848
H 0.287 -2.024 -2.192
H 1.823 1.540 -0.592
H 1.435 1.883 1.144
H 2.510 -0.542 0.088
H -0.615 0.165 1.923
H -1.101 1.822 1.652
H -2.053 0.524 0.906
H -1.692 0.941 -1.500
H -0.864 2.486 -1.227
H -0.049 1.201 -2.133
H -1.637 -1.799 0.211
H -0.268 -2.189 1.261
H -0.532 -3.090 -0.251
*
```

---

<C>
Entry from the Open Molecules 2025 dataset: 2 unconnected molecules or ions with the total composition C7H13NO (ωB97M-V/def2-TZVPD).

## Properties
SMILES string: [H]/N=C(/C)C(=C)C.CC=O
LUMO energy in eV: 0.55
E_HOMO in eV: -9.62

Geometry as ORCA input:
```
! wB97M-V def2-TZVPD RIJCOSX def2/J DEFGRID3
* xyz 0 1
C -2.066 0.582 1.769
C 1.132 1.713 -0.952
C -2.015 0.561 0.273
C 1.049 0.509 -0.063
N 1.129 0.724 1.185
O -1.956 1.526 -0.433
H 1.088 -0.108 1.770
H -1.599 1.483 2.150
H -3.104 0.565 2.077
H -1.585 -0.282 2.204
H 1.310 2.594 -0.340
H 1.919 1.584 -1.694
H 0.192 1.872 -1.473
C 0.897 -2.015 0.225
C 0.698 -0.814 -0.667
C 0.678 -0.966 -2.001
H -1.895 -0.498 -0.233
H 1.883 -1.996 0.697
H 0.826 -2.938 -0.348
H 0.141 -2.030 1.014
H 0.538 -1.926 -2.473
H 0.739 -0.140 -2.689
*
```

---

<D>
Entry from the Open Molecules 2025 dataset: 2 unconnected molecules or ions with the total composition C7H13NO (ωB97M-V/def2-TZVPD).

## Properties
SMILES string: CCC(C)=O.CC#CN
LUMO energy in eV: 0.57
E_HOMO in eV: -8.29

Geometry as ORCA input:
```
! wB97M-V def2-TZVPD RIJCOSX def2/J DEFGRID3
* xyz 0 1
C -1.398 -0.033 -0.924
C -1.886 0.324 1.572
C 2.490 -0.698 1.271
C -0.937 -1.489 -0.941
C -0.972 0.770 0.443
C 1.751 0.720 -0.755
C 1.733 0.118 0.318
N 1.595 1.496 -1.831
O -0.762 1.972 0.327
H 0.613 1.584 -2.081
H 2.092 2.377 -1.812
H -2.488 -0.002 -0.938
H -1.076 0.500 -1.819
H -1.631 0.852 2.489
H -1.868 -0.755 1.699
H -2.913 0.596 1.326
H 1.937 -1.604 1.526
H 3.447 -1.018 0.858
H 2.697 -0.125 2.177
H 0.151 -1.539 -0.970
H -1.243 -2.007 -1.849
H -1.334 -2.039 -0.088
*
```

---

The least stable of them is <B>.

---

<A>
Entry from the Open Molecules 2025 dataset: C7H13NO in the gas phase (ωB97M-V/def2-TZVPD).

## Properties
SMILES string: C[C@@H]([C@H](C)N)[C@@H]1CC1=O
LUMO energy in eV: 0.86
E_HOMO in eV: -9.03

Geometry as ORCA input:
```
! wB97M-V def2-TZVPD RIJCOSX def2/J DEFGRID3
* xyz 0 1
C -0.150 1.117 -0.515
C 0.745 -0.003 -0.010
C -0.031 -1.070 0.793
C -0.854 1.026 -1.883
C 1.856 0.597 0.851
C -1.022 -1.840 -0.089
C 0.273 1.931 -1.651
N -0.658 -0.458 1.955
O 1.026 2.736 -2.106
H -0.685 1.629 0.276
H 1.195 -0.501 -0.876
H 0.714 -1.778 1.178
H -0.979 -1.174 2.597
H -1.471 0.079 1.671
H -0.681 0.150 -2.491
H -1.850 1.431 -1.983
H 1.429 1.004 1.763
H 2.582 -0.166 1.120
H 2.367 1.389 0.310
H -1.495 -2.635 0.486
H -0.513 -2.290 -0.938
H -1.799 -1.175 -0.459
*
```

---

<B>
Entry from the Open Molecules 2025 dataset: a molecular structure, C7H13NO (ωB97M-V/def2-TZVPD).

## Properties
LUMO energy (spin up / spin down) in eV: -0.06 / -0.19
E_HOMO (spin up / spin down) in eV: -7.94 / -6.93

Geometry as ORCA input:
```
! wB97M-V def2-TZVPD RIJCOSX def2/J DEFGRID3
* xyz 0 1
C -0.849 -1.586 1.258
C -0.447 -0.128 1.103
C -1.160 0.785 1.917
O 0.958 0.101 1.301
H 1.256 -0.442 2.059
H -1.918 -1.712 1.071
H -0.284 -2.221 0.572
H -0.630 -1.936 2.268
H -2.193 0.595 2.180
H -0.852 1.825 1.929
C 1.905 1.524 -1.192
C 1.290 0.175 -1.181
C -0.637 0.372 -0.747
C -1.409 -0.363 -1.571
N 1.797 -0.930 -1.398
H 1.216 -1.763 -1.342
H -0.753 1.453 -0.795
H 1.619 2.033 -2.115
H 1.557 2.127 -0.355
H 2.992 1.429 -1.116
H -1.402 -1.446 -1.547
H -2.056 0.110 -2.301
*
```

---

The least stable of them is <B>.